Molecular formula: C48H54Cl12N2O4
Method: DFT, ωB97M-V with the def2-TZVPD basis set

The value obtained for the orbital gap is 8.50 eV. The value obtained for the relative energy (zero: lowest compared OMol25 entry of this formula, charge and spin) is 93.1 kcal per mole. Its structure (SMILES) is O=C1c2ccccc2C(=O)c2ccccc21.O=C1c2ccccc2C(=O)c2ccccc21.CCCC#N.CCCC#N.ClCCCl.ClCCCl.ClCCCl.ClCCCl.ClCCCl.ClCCCl. The LUMO energy comes out at -1.26 eV.

```
120
C48H54Cl12N2O4 (ωB97M-V with the def2-TZVPD basis set)
Cl -4.084 6.392 5.544
C -4.727 5.595 4.145
C -6.217 5.881 3.940
Cl -6.803 4.834 2.620
H -4.455 4.545 4.246
H -4.147 5.739 3.233
H -6.350 6.900 3.576
H -6.741 5.576 4.846
Cl -5.884 -12.054 5.239
C -4.400 -11.207 4.585
C -4.315 -11.533 3.083
Cl -5.532 -10.743 2.017
H -3.602 -11.596 5.218
H -4.427 -10.122 4.686
H -4.425 -12.606 2.927
H -3.387 -11.215 2.608
Cl -9.029 -2.742 -6.080
C -9.754 -3.660 -4.767
C -8.855 -3.710 -3.599
Cl -9.037 -2.088 -2.805
H -10.094 -4.633 -5.123
H -10.660 -3.107 -4.520
H -7.798 -3.894 -3.789
H -9.073 -4.401 -2.785
Cl -2.421 -2.397 -8.592
C -2.023 -0.716 -9.051
C -2.687 0.327 -8.035
Cl -1.826 0.331 -6.556
H -2.517 -0.474 -9.992
H -0.937 -0.695 -9.144
H -3.723 0.024 -7.881
H -2.640 1.330 -8.457
Cl -2.192 -4.532 1.674
C -1.716 -3.370 0.488
C -2.397 -2.052 0.623
Cl -1.992 -1.114 2.094
H -2.042 -3.763 -0.475
H -0.628 -3.353 0.558
H -3.474 -2.218 0.665
H -2.130 -1.386 -0.198
Cl 3.886 -7.056 -6.802
C 3.654 -5.227 -6.533
C 2.703 -5.066 -5.366
Cl 3.493 -5.546 -3.831
H 3.194 -4.847 -7.445
H 4.660 -4.866 -6.320
H 1.702 -5.496 -5.351
H 2.564 -3.988 -5.283
C -0.950 -10.551 -4.445
C -2.393 -10.078 -4.209
C -3.220 -9.966 -5.497
C -3.387 -11.241 -6.136
N -3.551 -12.299 -6.678
H -0.467 -9.671 -4.869
H -0.883 -11.408 -5.114
H -0.536 -10.847 -3.481
H -2.307 -9.127 -3.683
H -2.888 -10.798 -3.557
H -2.589 -9.265 -6.045
H -4.233 -9.594 -5.342
C -8.184 -2.954 4.344
C -8.485 -1.542 4.896
C -9.721 -0.875 4.329
C -10.992 -1.596 4.613
N -11.966 -2.207 4.780
H -7.737 -2.823 3.359
H -9.095 -3.510 4.124
H -7.444 -3.512 4.918
H -7.672 -0.864 4.637
H -8.575 -1.512 5.982
H -9.636 -0.687 3.258
H -9.804 0.084 4.840
C 5.306 4.413 5.509
C 4.710 5.525 4.891
C 5.274 6.772 5.030
C 6.422 6.945 5.783
C 7.024 5.866 6.497
C 6.422 4.605 6.303
C 8.147 6.085 7.397
O 8.812 5.125 7.855
C 8.570 7.458 7.717
C 9.499 7.733 8.688
C 9.880 8.989 8.989
C 9.311 10.096 8.340
C 8.304 9.872 7.397
C 7.905 8.576 7.081
C 6.877 8.365 6.034
O 6.324 9.316 5.474
H 4.919 3.437 5.255
H 3.825 5.234 4.344
H 4.707 7.559 4.555
H 6.851 3.730 6.768
H 9.947 6.898 9.204
H 10.689 9.094 9.697
H 9.732 11.048 8.627
H 7.872 10.668 6.808
C 2.634 7.436 -2.413
C 1.842 6.325 -2.185
C 2.353 5.033 -2.400
C 3.720 4.921 -2.817
C 4.484 6.073 -3.174
C 3.915 7.368 -2.924
C 5.857 5.933 -3.766
O 6.501 6.875 -4.187
C 6.524 4.534 -3.804
C 7.816 4.349 -4.278
C 8.376 3.099 -4.365
C 7.633 2.000 -4.099
C 6.292 2.122 -3.695
C 5.750 3.415 -3.484
C 4.347 3.527 -2.859
O 3.885 2.502 -2.316
H 2.235 8.429 -2.269
H 0.831 6.551 -1.878
H 1.786 4.118 -2.304
H 4.426 8.308 -3.068
H 8.217 5.229 -4.758
H 9.391 3.012 -4.722
H 8.084 1.026 -3.979
H 5.769 1.241 -3.354
```

Mulliken atomic charge list, values in e, 4 entries: -0.184, -0.527, -0.352, -0.203